DFT (ωB97M-V with the def2-TZVPD basis set) results for one molecule with the formula C19H17N5O3.

Computed properties:
Energy, Eh: -1233.66056
Molar mass, g mol⁻¹: 363.4
Energy above the lowest of the compared OMol25 structures with the same formula, charge and spin, kcal per mole: 0.0
HOMO-LUMO gap, eV: 8.002
HOMO energy, eV: -8.26
SMILES: COCCOc1ccc2nc(-c3cn(-c4ccc(O)cc4)nn3)ncc2c1

Structure (XYZ):
```
44
Properties=species:S:1:pos:R:3:forces:R:3:lowdin_charge:R:1
C -5.542 1.409 3.823 0.36 0.13 0.53 -0.099
O -4.705 0.661 4.703 0.48 0.15 -0.12 -0.192
C -3.443 1.295 4.963 -0.52 -0.80 0.06 -0.195
C -2.571 0.351 5.803 -1.38 -0.67 0.45 -0.145
O -2.491 -0.982 5.253 0.14 0.52 -0.85 -0.060
C -2.065 -1.048 3.924 1.59 1.10 0.91 -0.255
C -2.834 -1.782 3.033 1.51 -0.06 -3.04 0.046
C -2.381 -1.932 1.688 0.01 0.84 2.56 0.047
C -1.168 -1.352 1.257 -0.13 0.03 1.31 -0.247
N -0.687 -1.542 0.039 1.15 -0.17 -2.58 0.184
C 0.478 -0.997 -0.297 -1.04 -0.13 0.36 -0.260
C 1.036 -1.090 -1.683 0.83 -0.18 -1.00 -0.182
C 2.085 -0.345 -2.189 -0.43 0.10 -0.17 0.007
N 2.225 -0.690 -3.526 -0.40 0.36 2.75 -0.061
C 3.094 -0.118 -4.494 0.61 0.28 -1.99 -0.170
C 2.962 -0.452 -5.884 0.91 0.46 0.87 0.005
C 3.869 0.051 -6.834 -1.04 -0.17 0.88 -0.015
C 4.830 0.989 -6.453 -0.37 -0.91 -1.04 -0.329
O 5.661 1.507 -7.411 0.22 0.35 0.78 0.054
C 4.957 1.345 -5.132 -0.98 -0.56 0.11 -0.012
C 4.099 0.809 -4.158 -0.03 -0.32 0.22 -0.005
N 1.334 -1.677 -3.762 0.18 -0.13 -1.47 0.026
N 0.643 -1.922 -2.728 -0.42 0.33 1.20 0.059
N 1.217 -0.222 0.544 0.42 0.47 0.84 0.128
C 0.774 -0.038 1.779 0.52 0.00 -1.85 -0.050
C -0.427 -0.608 2.185 -0.33 0.17 1.13 -0.164
C -0.857 -0.453 3.503 -2.20 -1.21 0.46 0.049
H -6.402 0.810 3.545 -0.11 -0.26 0.32 0.081
H -5.895 2.316 4.358 0.22 -0.21 -0.63 0.095
H -5.028 1.615 2.875 0.09 0.40 0.23 0.088
H -2.940 1.538 4.025 0.00 0.01 -0.17 0.117
H -3.597 2.219 5.520 0.04 0.21 0.11 0.124
H -1.589 0.758 5.944 0.62 0.41 -0.04 0.105
H -3.016 0.217 6.823 0.28 0.02 -0.95 0.143
H -3.724 -2.240 3.364 -0.90 -0.39 0.30 0.111
H -2.905 -2.480 0.967 -0.90 -0.83 -0.78 0.095
H 2.651 0.388 -1.644 0.15 0.10 -0.33 0.110
H 2.184 -1.118 -6.205 -0.18 -0.25 0.06 0.097
H 3.776 -0.265 -7.881 0.01 0.16 0.42 0.119
H 5.346 1.243 -8.275 -0.06 -0.10 -0.22 0.096
H 5.708 2.051 -4.910 0.66 0.66 0.58 0.107
H 4.258 1.113 -3.115 -0.15 -0.18 -0.50 0.110
H 1.314 0.619 2.468 0.13 -0.28 -0.35 0.127
H -0.233 0.051 4.193 0.45 0.53 0.64 0.111
```
Forces are in eV/Å.



DFT (ωB97M-V with the def2-TZVPD basis set) results for C47H80OP4SiSn as an isolated structure.

Computed properties:
Energy, Eh: -3782.97672
Molar mass, g mol⁻¹: 931.8
HOMO-LUMO gap, eV: 7.792
Net charge: +2
HOMO energy, eV: -12.53

Structure (XYZ):
```
134
Properties=species:S:1:pos:R:3:forces:R:3:lowdin_charge:R:1
Sn 1.277 1.678 -0.475 0.32 0.37 0.05 1.027
C -1.937 2.376 0.552 -0.07 -0.01 0.02 -0.200
Si -2.355 0.674 1.173 0.15 -0.04 -0.05 0.655
C -2.823 0.763 2.983 -0.08 -0.04 -0.03 -0.290
C -3.834 1.406 3.696 0.02 0.01 0.00 -0.062
C -3.872 1.281 5.075 0.01 0.01 0.00 -0.044
C -2.919 0.518 5.749 0.00 0.00 0.01 -0.043
C -1.910 -0.131 5.058 -0.01 -0.03 -0.01 -0.055
C -1.869 0.000 3.670 0.04 0.05 0.05 -0.345
P -0.798 -0.704 2.399 -0.52 -0.30 0.30 1.131
C -1.153 -2.509 2.302 0.16 -0.08 -0.09 -0.401
C -0.899 -3.260 3.617 0.02 -0.03 0.00 -0.177
C -0.945 -4.784 3.384 -0.01 0.00 0.00 -0.167
C -1.836 -5.167 2.200 0.01 0.00 -0.01 -0.192
C -3.032 -4.229 2.111 0.00 0.02 0.04 -0.163
C -2.595 -2.774 1.838 -0.03 0.00 0.07 -0.191
C 0.973 -0.472 2.778 0.05 0.21 -0.21 -0.404
C 1.362 -0.667 4.264 0.03 0.05 0.00 -0.180
C 2.829 -1.103 4.388 -0.03 -0.01 0.01 -0.170
C 3.696 -0.394 3.354 0.00 -0.04 0.00 -0.175
C 3.310 -0.827 1.928 0.00 0.00 0.03 -0.185
C 1.855 -1.310 1.844 -0.03 -0.11 0.02 -0.207
C -3.616 -0.195 0.109 -0.12 0.18 -0.01 -0.310
C -4.887 -0.397 0.655 0.00 0.00 0.01 -0.087
C -5.947 -0.789 -0.147 0.00 -0.03 0.00 -0.049
C -5.748 -0.988 -1.505 0.00 0.00 -0.02 -0.044
C -4.485 -0.828 -2.056 0.02 -0.06 0.01 -0.062
C -3.410 -0.443 -1.260 0.03 0.00 0.08 -0.378
P -1.680 -0.282 -1.796 0.13 0.00 -0.01 1.057
C -1.723 0.250 -3.577 -0.03 0.02 0.01 -0.413
C -2.206 -0.733 -4.675 -0.01 0.03 -0.01 -0.189
C -1.406 -0.603 -5.974 -0.02 0.00 -0.01 -0.195
C -1.249 0.862 -6.366 0.01 0.01 -0.01 -0.177
C -0.497 1.661 -5.279 0.02 -0.01 -0.01 -0.189
C -0.375 0.875 -3.973 0.00 -0.02 0.01 -0.266
C -1.025 -2.021 -1.676 -0.07 -0.02 -0.07 -0.434
C -1.976 -3.186 -1.968 -0.02 0.00 0.01 -0.190
C -1.280 -4.529 -1.754 -0.01 0.00 0.02 -0.180
C 0.014 -4.642 -2.552 0.00 0.00 0.00 -0.186
C 0.957 -3.490 -2.217 0.01 0.01 -0.01 -0.195
C 0.277 -2.149 -2.476 0.01 0.02 0.00 -0.219
H -2.907 2.888 0.543 0.01 0.02 0.04 0.060
H -1.561 2.390 -0.471 0.01 0.00 0.01 -0.021
H -1.269 2.912 1.223 0.03 -0.01 -0.03 0.016
H -4.578 2.008 3.188 -0.01 -0.01 0.00 0.116
H -4.647 1.782 5.641 0.00 0.00 0.00 0.118
H -2.971 0.431 6.826 0.00 0.00 0.00 0.118
H -1.184 -0.723 5.597 0.00 0.00 0.00 0.103
H -0.455 -2.897 1.549 -0.01 0.05 -0.02 0.103
H -1.671 -2.962 4.332 0.01 0.01 0.00 0.120
H 0.062 -3.007 4.058 0.00 0.00 -0.01 0.089
H -1.310 -5.262 4.295 0.00 -0.01 0.00 0.118
H 0.067 -5.161 3.222 0.00 0.00 0.00 0.113
H -2.163 -6.202 2.295 -0.01 0.00 0.01 0.120
H -1.262 -5.116 1.271 -0.01 -0.01 0.01 0.086
H -3.585 -4.274 3.053 0.00 -0.01 0.00 0.120
H -3.726 -4.549 1.333 0.00 0.00 0.00 0.116
H -3.275 -2.101 2.369 0.00 0.02 -0.04 0.105
H -2.688 -2.539 0.778 0.03 -0.03 0.00 0.077
H 1.145 0.580 2.533 -0.02 0.01 -0.05 0.072
H 0.733 -1.393 4.772 -0.02 0.01 -0.01 0.077
H 1.209 0.283 4.780 0.01 0.00 0.01 0.110
H 2.910 -2.185 4.248 0.01 0.00 0.01 0.121
H 3.181 -0.899 5.399 0.00 0.01 0.00 0.123
H 4.752 -0.593 3.534 0.00 -0.01 0.00 0.119
H 3.566 0.685 3.465 0.00 0.02 0.01 0.087
H 3.969 -1.630 1.591 0.00 0.00 -0.02 0.115
H 3.455 0.017 1.245 -0.01 0.01 0.01 0.053
H 1.800 -2.363 2.135 -0.02 0.01 0.00 0.118
H 1.492 -1.271 0.808 0.04 0.03 0.00 0.081
H -5.057 -0.239 1.715 0.00 0.02 0.00 0.100
H -6.929 -0.933 0.285 0.00 0.01 0.00 0.116
H -6.577 -1.282 -2.136 0.00 -0.01 0.00 0.117
H -4.338 -1.023 -3.110 0.00 0.00 0.00 0.096
H -2.431 1.089 -3.524 -0.02 -0.02 -0.01 0.119
H -3.253 -0.521 -4.903 -0.01 -0.01 0.01 0.109
H -2.168 -1.764 -4.330 0.02 0.00 -0.01 0.080
H -1.920 -1.151 -6.764 0.01 -0.01 -0.01 0.120
H -0.423 -1.072 -5.870 0.00 0.01 0.01 0.111
H -2.243 1.288 -6.522 0.00 0.00 0.02 0.117
H -0.729 0.946 -7.320 -0.02 0.00 -0.01 0.112
H -1.021 2.601 -5.088 0.00 0.00 0.01 0.104
H 0.503 1.931 -5.630 0.00 0.00 0.00 0.107
H -0.022 1.529 -3.169 -0.02 0.02 -0.01 0.023
H 0.381 0.093 -4.081 0.01 0.00 0.01 0.094
H -0.747 -2.089 -0.612 -0.01 -0.03 0.01 0.082
H -2.345 -3.131 -2.994 0.02 -0.02 -0.01 0.105
H -2.859 -3.118 -1.327 0.00 0.01 -0.02 0.099
H -1.961 -5.341 -2.013 0.00 -0.01 0.01 0.122
H -1.050 -4.643 -0.689 0.01 0.01 -0.01 0.089
H -0.213 -4.621 -3.623 0.00 0.00 0.00 0.122
H 0.499 -5.599 -2.354 0.00 0.00 0.00 0.117
H 1.877 -3.564 -2.801 0.00 -0.01 0.00 0.113
H 1.244 -3.552 -1.159 0.00 0.00 0.01 0.111
H 0.055 -2.063 -3.545 0.01 -0.01 0.00 0.108
H 0.951 -1.319 -2.227 -0.01 0.01 0.01 0.072
C 2.771 5.556 -1.361 0.00 0.01 -0.02 -0.246
P 2.075 3.975 -1.942 -0.04 0.01 -0.08 0.780
C 0.717 4.535 -3.020 -0.02 0.00 0.01 -0.236
C 3.404 3.374 -3.074 0.00 -0.02 0.01 -0.381
C 3.637 1.865 -3.010 0.00 0.02 -0.01 -0.415
P 3.918 1.270 -1.297 -0.05 -0.11 -0.10 0.719
C 5.539 1.929 -0.808 -0.01 0.04 0.02 -0.230
C 4.213 -0.504 -1.572 0.04 -0.01 0.03 -0.237
H 3.071 6.141 -2.233 0.00 0.00 0.00 0.067
H 3.641 5.395 -0.727 0.00 -0.01 0.00 0.044
H 2.032 6.123 -0.800 -0.01 0.00 0.00 0.045
H 1.106 4.992 -3.930 0.01 0.03 0.02 0.064
H 0.134 5.282 -2.479 -0.03 -0.03 0.01 0.059
H 0.055 3.714 -3.289 0.02 -0.03 -0.04 0.013
H 4.316 3.906 -2.793 0.01 -0.02 0.00 0.084
H 3.167 3.681 -4.095 0.00 0.01 0.00 0.095
H 4.487 1.581 -3.635 0.00 -0.01 0.00 0.101
H 2.767 1.318 -3.393 -0.01 0.01 0.00 0.073
H 6.276 1.748 -1.591 0.00 -0.02 0.01 0.064
H 5.862 1.430 0.106 -0.01 0.01 0.01 0.056
H 5.482 2.998 -0.603 -0.01 0.00 -0.01 0.040
H 4.988 -0.653 -2.325 0.00 0.01 0.00 0.065
H 3.293 -0.984 -1.909 0.00 0.01 0.00 0.034
H 4.529 -0.980 -0.644 -0.01 0.00 -0.01 0.036
C 1.177 4.807 1.853 -0.01 0.02 -0.01 -0.023
C 1.842 3.466 2.138 -0.06 0.07 -0.06 -0.689
C 3.329 3.493 1.821 0.02 0.01 0.03 -0.033
C 1.613 3.093 3.599 -0.01 0.01 0.00 -0.019
O 1.193 2.474 1.332 0.13 -0.22 0.10 -0.511
H 1.699 5.625 2.353 0.00 0.00 0.00 0.101
H 0.145 4.799 2.205 0.00 -0.01 -0.01 0.091
H 1.165 5.006 0.782 0.00 -0.01 0.00 0.047
H 3.854 4.223 2.440 0.00 0.00 0.00 0.106
H 3.494 3.756 0.772 -0.02 0.01 0.00 0.036
H 3.771 2.510 2.003 0.00 0.00 -0.01 0.074
H 1.890 3.921 4.254 0.01 0.00 0.00 0.102
H 2.209 2.227 3.887 -0.01 -0.04 -0.01 0.060
H 0.558 2.865 3.762 0.00 0.02 0.00 0.093
```
Forces are in eV/Å.



DFT (ωB97M-V with the def2-TZVPD basis set) results for one molecule with the formula C4H8N2O.

Computed properties:
Energy, Eh: -342.00364
Molar mass, g mol⁻¹: 100.1
Energy above the lowest of the compared OMol25 structures with the same formula, charge and spin, kcal per mole: 0.0
HOMO-LUMO gap, eV: 10.555
HOMO energy, eV: -9.65
SMILES: C[C@H]1CNC(=O)N1

Structure (XYZ):
```
15
Properties=species:S:1:pos:R:3:forces:R:3:lowdin_charge:R:1
C 0.295 -1.414 -1.227 0.02 -0.03 -0.02 -0.061
C -0.364 -0.522 -0.191 0.05 -0.10 0.04 -0.368
C 0.497 -0.244 1.056 0.05 -0.16 -0.02 -0.144
N 0.011 1.066 1.452 0.03 0.19 0.01 0.070
C -0.457 1.760 0.343 -0.02 0.12 0.00 -0.564
O -0.723 2.943 0.286 0.06 -0.34 0.04 0.053
N -0.553 0.835 -0.679 -0.08 0.15 -0.01 0.101
H 0.516 -2.402 -0.809 -0.03 0.12 -0.06 0.081
H -0.366 -1.551 -2.089 0.11 -0.01 0.12 0.077
H 1.224 -0.953 -1.576 -0.11 -0.10 0.05 0.082
H -1.318 -0.968 0.134 0.11 0.11 -0.07 0.144
H 1.565 -0.232 0.782 -0.16 0.03 0.02 0.122
H 0.346 -0.991 1.841 -0.01 0.10 -0.14 0.119
H 0.494 1.614 2.147 -0.05 -0.05 -0.08 0.139
H -1.161 1.051 -1.454 0.03 -0.04 0.13 0.148
```
Forces are in eV/Å.



DFT (ωB97M-V with the def2-TZVPD basis set) results for one molecule with the formula C23H24N2O4.

Computed properties:
Energy, Eh: -1301.31328
Molar mass, g mol⁻¹: 392.5
Energy above the lowest of the compared OMol25 structures with the same formula, charge and spin, kcal per mole: 51.4
HOMO-LUMO gap, eV: 7.592
HOMO energy, eV: -7.56
SMILES: CCc1ccc2oc(C(=O)N3CCN(c4ccc(OC)cc4)CC3)cc(=O)c2c1

Structure (XYZ):
```
53
Properties=species:S:1:pos:R:3:forces:R:3:lowdin_charge:R:1
C -4.299 -3.784 5.051 -0.22 0.02 -0.04 -0.092
C -5.257 -3.042 4.116 0.20 -0.08 0.12 -0.211
C -4.486 -2.209 3.134 -0.14 0.15 0.06 -0.233
C -4.060 -2.757 1.921 0.09 0.18 -0.04 -0.018
C -3.317 -2.022 1.026 0.15 0.19 -0.13 0.019
C -2.978 -0.704 1.330 -0.38 -0.25 0.67 -0.174
O -2.237 -0.021 0.413 0.07 0.05 -0.30 0.082
C -1.934 1.267 0.671 -0.32 0.46 0.55 -0.150
C -1.227 1.981 -0.455 -0.05 -0.10 -0.12 -0.389
O -1.676 3.029 -0.879 -0.16 0.12 0.17 0.090
N -0.127 1.388 -0.961 0.07 -0.06 -0.15 -0.038
C 0.618 0.307 -0.359 0.40 -0.19 0.44 -0.101
C 1.985 0.830 0.128 -0.31 -0.31 0.00 -0.131
N 2.723 1.439 -0.954 0.06 0.35 0.25 -0.109
C 3.539 0.635 -1.756 0.18 -0.07 -0.29 -0.236
C 4.434 -0.257 -1.152 -0.02 -0.06 -0.07 -0.018
C 5.290 -1.029 -1.901 0.01 -0.06 -0.21 -0.001
C 5.307 -0.936 -3.293 -0.07 0.07 0.03 -0.286
O 6.195 -1.748 -3.940 -0.05 0.02 0.33 -0.091
C 6.264 -1.677 -5.342 0.00 0.01 -0.20 -0.097
C 4.442 -0.041 -3.904 0.35 -0.29 -0.19 -0.023
C 3.571 0.726 -3.146 -0.17 0.10 0.30 -0.025
C 1.955 2.514 -1.539 -0.20 -0.03 -0.20 -0.137
C 0.588 2.034 -2.045 0.12 0.40 -0.21 -0.103
C -2.290 1.918 1.794 0.17 -0.12 -0.27 0.099
C -3.030 1.259 2.863 0.06 -0.05 -0.04 -0.359
O -3.323 1.795 3.917 0.01 -0.02 -0.10 0.078
C -3.387 -0.135 2.539 0.06 -0.16 -0.23 -0.059
C -4.140 -0.905 3.426 0.05 -0.10 -0.18 0.048
H -4.856 -4.387 5.763 0.01 -0.09 0.11 0.069
H -3.642 -4.438 4.481 0.09 -0.07 -0.02 0.074
H -3.684 -3.075 5.600 0.09 0.03 0.07 0.076
H -5.876 -3.766 3.584 -0.08 0.06 0.01 0.110
H -5.911 -2.400 4.709 -0.08 -0.03 -0.06 0.112
H -4.323 -3.777 1.680 -0.03 -0.11 -0.04 0.119
H -2.991 -2.440 0.086 0.03 -0.05 -0.11 0.122
H 0.072 -0.125 0.476 0.01 -0.01 -0.08 0.122
H 0.781 -0.470 -1.116 -0.04 -0.01 0.09 0.139
H 2.546 0.003 0.558 -0.02 0.06 0.04 0.111
H 1.822 1.586 0.904 -0.01 -0.09 0.03 0.132
H 4.476 -0.332 -0.077 0.01 0.02 0.10 0.108
H 5.975 -1.713 -1.424 0.09 -0.08 0.07 0.119
H 7.031 -2.390 -5.637 -0.06 0.06 -0.04 0.092
H 6.552 -0.676 -5.681 -0.03 -0.03 0.01 0.095
H 5.313 -1.957 -5.807 0.03 0.03 0.02 0.094
H 4.424 0.073 -4.977 0.03 -0.02 -0.09 0.103
H 2.916 1.400 -3.674 -0.09 0.06 0.00 0.098
H 2.523 2.986 -2.339 -0.02 0.03 0.03 0.121
H 1.790 3.262 -0.754 -0.02 0.01 -0.09 0.133
H -0.016 2.873 -2.393 0.09 -0.13 -0.03 0.125
H 0.715 1.307 -2.855 -0.01 0.04 0.01 0.127
H -2.027 2.956 1.915 0.04 0.10 -0.08 0.136
H -4.446 -0.439 4.351 -0.04 0.06 0.10 0.132
```
Forces are in eV/Å.



Q: HOMO-LUMO gap of number 3 (C4H8N2O)?
A: 10.555 eV



Q: Among the records above, which one has the lowest HOMO energy?
A: C47H80OP4SiSn